ORCA calculation (the ωB97M-V functional and the def2-TZVPD basis) on a 2-piece molecular cluster, C8H14NO overall.

Summary:
Largest force on an atom: 4.10 eV/Å
Total charge: +1
Relative energy (zero: lowest compared OMol25 entry of this formula, charge and spin): 416.8 kJ/mol
DFT total energy: -12049.966 eV

Geometry (Å):
C -3.200057 1.410687 -1.271628
C -1.987671 1.963777 -0.760703
C -2.898165 0.100096 -1.542165
C 1.595682 1.136893 -0.305593
C 1.712152 0.081544 2.078264
C 0.567336 -2.446828 0.756605
C 1.210918 -1.312351 -0.109445
C 1.551720 0.014211 0.567143
N -1.035574 1.116398 -0.957161
O -1.574565 -0.084258 -1.340431
H -4.076717 2.013127 -1.335132
H -1.854405 2.977121 -0.631909
H -3.386796 -0.689695 -2.162871
H 0.457885 1.352197 -0.620271
H 2.114840 0.878964 -1.270361
H 2.160634 1.971778 0.192006
H 2.514558 -0.586995 2.435520
H 0.702332 -0.229889 2.522168
H 1.939389 1.039339 2.480695
H 0.665800 -3.402236 0.352514
H 0.893474 -2.446023 1.749374
H -0.539632 -2.199110 0.679128
H 2.026862 -1.784657 -0.649187
H 0.440000 -0.874091 -0.856559

Atoms 1-6, force components in eV/Å:
C 0.3 -0.8 1.0
C -1.5 -2.0 -2.6
C -0.4 0.8 -1.4
C 2.3 0.8 0.7
C -1.4 -0.8 -0.8
C -2.4 3.0 -1.5

ORCA calculation (the ωB97M-V functional and the def2-TZVPD basis) on an isolated ion of composition C8H14NO2S and charge +1.

Summary:
Largest force on an atom: 0.96 eV/Å
Total charge: +1
Relative energy (zero: lowest compared OMol25 entry of this formula, charge and spin): 0.0 kJ/mol
DFT total energy: -24936.824 eV

Geometry (Å):
O -2.455150 -0.889864 1.801462
C -2.726058 -1.040186 0.655102
O -2.382023 -0.196731 -0.328548
C -1.840455 1.076383 0.074520
C -0.924493 1.630285 -1.023445
C -0.162090 0.604186 -1.875327
C 1.124248 0.045683 -1.251215
C 0.947175 -0.589331 0.137523
C 1.830250 -1.834492 0.416176
S 2.622653 -1.631093 2.048699
C 2.013054 -0.081591 2.196139
N 1.267597 0.357845 1.233994
H -3.202781 -1.931228 0.227364
H -2.682240 1.749122 0.258051
H -1.333596 0.948691 1.035613
H -0.194372 2.290180 -0.530503
H -1.501946 2.278380 -1.686210
H -0.818947 -0.222434 -2.159222
H 0.123618 1.097467 -2.808660
H 1.521936 -0.735224 -1.908640
H 1.893792 0.826353 -1.202721
H -0.096008 -0.881230 0.280117
H 1.209900 -2.729144 0.473848
H 2.596033 -1.991802 -0.344955
H 2.249992 0.539306 3.055837
H 0.919912 1.310467 1.225001

Atoms 1-6, force components in eV/Å:
O 0.1 0.1 0.9
C 0.2 -0.4 -0.8
O -0.2 0.3 -0.2
C 0.0 0.0 0.1
C 0.1 0.0 0.1
C 0.1 0.0 0.0

ORCA calculation (the ωB97M-V functional and the def2-TZVPD basis) on an isolated ion of composition C8H14NS and charge +1.

Summary:
Largest force on an atom: 3.70 eV/Å
Structure (SMILES): C[NH2+]C(C)(C)c1cccs1
Total charge: +1
Relative energy (zero: lowest compared OMol25 entry of this formula, charge and spin): 137.1 kJ/mol
DFT total energy: -20840.401 eV

Geometry (Å):
C -2.203299 0.038632 0.615157
N -1.099342 1.193878 0.495213
C 0.107188 0.816162 -0.422382
C -0.158834 0.898639 -1.848363
C 1.135410 1.854040 0.000177
C 0.475293 -0.498905 0.122769
C 0.409460 -1.728403 -0.380236
C 1.036951 -2.734085 0.380903
C 1.531939 -2.295772 1.561280
S 1.266801 -0.633217 1.710792
H -2.888404 0.114008 -0.331982
H -1.579928 -0.880644 0.624660
H -2.855567 0.301431 1.395178
H -1.669229 1.845428 0.059455
H -0.764477 1.426702 1.425404
H 0.006267 1.859431 -2.277430
H 0.590940 0.146597 -2.225993
H -1.065068 0.557187 -2.219925
H 0.967415 2.920133 -0.052903
H 1.391081 1.696989 0.989295
H 2.070952 1.747883 -0.512800
H -0.021849 -1.959387 -1.389665
H 1.123594 -3.820062 -0.039261
H 2.192709 -2.866664 2.320656

Atoms 1-6, force components in eV/Å:
C 1.1 0.7 -3.1
N -1.5 -3.4 -0.2
C -0.3 1.6 3.0
C 1.8 -1.5 -1.4
C 0.7 0.4 -1.0
C 1.9 -0.2 1.7

ORCA calculation (the ωB97M-V functional and the def2-TZVPD basis) on an isolated ion of composition C8H14NS2 and charge +1.

Summary:
Largest force on an atom: 4.93 eV/Å
Structure (SMILES): C#C[C@@H]([NH3+])[C@@H]1SCCS[C@H]1C
Total charge: +1
Relative energy (zero: lowest compared OMol25 entry of this formula, charge and spin): 208.5 kJ/mol
DFT total energy: -31673.573 eV

Geometry (Å):
C 0.375938 2.468460 2.813147
C 0.221696 1.477771 2.148127
C 0.137325 0.276800 1.415611
N -0.334086 -0.890469 2.190028
C -0.740199 0.431276 0.019948
S -1.520001 -1.121797 -0.452339
C 0.137862 -2.048650 -0.739991
C 1.223603 -1.340767 -1.507708
S 1.753151 0.372677 -1.174987
C 0.012611 1.167147 -0.962357
C -0.748993 1.224593 -2.294746
H 0.517956 3.029491 3.690531
H 1.195478 0.056592 1.187096
H -1.024998 -1.303447 1.329536
H -0.959306 -0.689910 3.033962
H 0.487893 -1.361810 2.503632
H -1.691588 0.941038 0.397397
H -0.148825 -2.767910 -1.420485
H 0.549869 -2.471532 0.188719
H 2.229192 -1.919592 -1.369925
H 0.970445 -1.396889 -2.635092
H 0.311429 2.120641 -0.520411
H -1.529906 2.100226 -2.283089
H -1.264945 0.274263 -2.414960
H -0.161599 1.371797 -3.141645

Atoms 1-6, force components in eV/Å:
C -0.2 -1.5 0.0
C -0.3 1.8 1.0
C 0.3 -0.3 -1.9
N -2.9 0.7 0.1
C -2.0 -0.5 4.5
S 2.4 -1.0 0.3

ORCA calculation (the ωB97M-V functional and the def2-TZVPD basis) on a 2-piece molecular cluster, C8H14NS2 overall.

Summary:
Largest force on an atom: 3.60 eV/Å
Total charge: +1
Relative energy (zero: lowest compared OMol25 entry of this formula, charge and spin): 164.7 kJ/mol
DFT total energy: -31674.027 eV

Geometry (Å):
C 0.995598 -2.486203 3.244471
C -0.408212 0.011098 -2.103528
C 0.447451 1.424802 -1.782721
C -1.020704 2.006725 0.120248
C -0.344459 -1.259093 -1.168421
C -1.608342 0.628491 0.282284
C 0.377047 1.639013 -0.275504
C -0.507226 -0.293954 -0.030096
N 0.659937 0.301095 0.260213
S 0.368452 -2.636865 1.753873
S 2.608451 -2.617988 3.734734
H -1.436868 0.326259 -2.380742
H 0.054349 -0.499581 -2.922271
H 1.433809 1.296463 -2.148664
H 0.000523 2.300343 -2.227645
H -1.403965 2.714773 -0.596392
H -0.979625 2.510614 1.110105
H -1.259696 -1.908177 -1.401380
H 0.706807 -1.694231 -1.183276
H 0.211978 -2.452220 4.101873
H -2.502425 0.585530 -0.314893
H 1.027768 2.536480 -0.142617
H 1.566116 -0.169840 0.307654
H -1.938756 0.360761 1.345189
H 2.951991 -2.624297 2.417505

Atoms 1-6, force components in eV/Å:
C -2.4 -0.5 1.7
C 0.3 2.4 -1.5
C -2.0 -2.8 0.1
C 1.2 0.3 2.4
C -1.4 0.1 1.9
C -2.4 -0.6 1.3

ORCA calculation (the ωB97M-V functional and the def2-TZVPD basis) on one molecule with the formula C8H14OSi.

Summary:
Largest force on an atom: 5.36 eV/Å
Structure (SMILES): C[Si](C)(C)OC1C=CC=C1
Relative energy (zero: lowest compared OMol25 entry of this formula, charge and spin): 0.0 kJ/mol
DFT total energy: -18446.844 eV

Geometry (Å):
C -1.533018 -0.633662 -1.904368
Si -1.367015 -0.092588 -0.088520
C -2.345312 1.607344 0.050470
C -2.415550 -0.933357 1.302572
O 0.113893 0.480171 0.240848
C 1.554920 -0.157212 0.604939
C 2.212536 -1.038214 -0.393421
C 3.436579 -0.457879 -0.580260
C 3.695792 0.738012 0.173940
C 2.536808 1.042119 0.830977
H -0.885818 -0.243437 -2.689379
H -1.457096 -1.728113 -2.035180
H -2.538538 -0.426816 -2.129634
H -3.357528 1.326492 0.299928
H -1.870083 2.053668 0.922406
H -2.335611 2.141296 -0.875473
H -2.296257 -0.359720 2.227052
H -3.463414 -0.778803 1.006415
H -2.276741 -2.025850 1.569220
H 1.384004 -0.644561 1.578963
H 1.872076 -2.038906 -0.744322
H 4.147126 -0.914626 -1.219467
H 4.584562 1.296409 0.357517
H 2.603690 1.788238 1.494780

Atoms 1-6, force components in eV/Å:
C 1.0 -1.9 0.8
Si -1.9 2.1 -0.2
C 0.8 -2.2 0.2
C 0.6 -1.5 -0.3
O 4.1 -1.5 1.1
C -3.1 2.8 0.6

ORCA calculation (the ωB97M-V functional and the def2-TZVPD basis) on C8H14P2 as an isolated structure.

Summary:
Largest force on an atom: 6.30 eV/Å
Relative energy (zero: lowest compared OMol25 entry of this formula, charge and spin): 91.8 kJ/mol
DFT total energy: -27096.704 eV

Geometry (Å):
C -2.555515 -0.980706 0.735661
C -1.689680 -1.887958 1.226520
C -2.116586 0.064412 -0.025789
C -0.351095 -2.356704 0.670728
C -0.245570 -1.763474 -0.743171
C -0.349635 -0.216886 -0.680325
C -0.117811 1.649531 1.509682
C 1.833356 1.611995 -0.455244
P -3.018126 1.464129 -0.506809
P 0.817329 0.427731 0.612783
H -3.658601 -0.875835 1.065220
H -2.126298 -2.576364 1.900484
H 0.418197 -2.047061 1.362436
H -0.567659 -3.508419 0.739071
H 0.736131 -1.960813 -1.175962
H -0.984980 -2.005556 -1.578860
H -0.278056 0.152396 -1.683471
H 0.604330 2.192501 2.163762
H -0.848632 1.310586 2.145694
H -0.525352 2.385002 0.823121
H 2.847432 1.978771 0.029778
H 1.343776 2.562974 -0.772325
H 2.141996 1.038787 -1.360802
H -1.828644 2.161288 -0.910233

Atoms 1-6, force components in eV/Å:
C -1.8 -1.1 2.0
C -0.9 -0.6 -0.5
C 3.4 3.0 -4.4
C -3.1 -1.3 -0.4
C 0.4 1.0 -1.1
C -3.3 -0.6 2.7

ORCA calculation (the ωB97M-V functional and the def2-TZVPD basis) on one molecule with the formula C8H14S3.

Summary:
Largest force on an atom: 3.96 eV/Å
Relative energy (zero: lowest compared OMol25 entry of this formula, charge and spin): 172.2 kJ/mol
DFT total energy: -41024.320 eV

Geometry (Å):
C 0.071577 1.917973 0.403288
C -1.215797 1.450224 0.054845
C 2.959423 0.923248 0.334500
C 3.058405 -0.509757 0.921214
C 1.531753 -0.636973 -1.315279
C 0.424183 -1.254307 -2.195752
C -4.032460 -1.030490 0.900591
C -1.717440 0.252512 0.182039
S 1.401951 1.016800 -0.828263
S 1.940381 -1.700370 0.024673
S -3.256517 -0.246967 -0.486871
H 0.203665 3.016374 0.186961
H 0.430690 1.664551 1.480602
H -1.831486 2.154662 -0.503070
H 2.614988 1.552498 1.168983
H 3.692631 1.162480 -0.362642
H 4.040386 -0.951131 0.878707
H 2.621171 -0.392714 1.950358
H 0.922547 -2.155440 -2.597128
H 0.156541 -0.489247 -2.857030
H -0.336929 -1.516247 -1.521462
H -4.917435 -1.611207 0.524583
H -4.310517 -0.414359 1.836238
H -3.275359 -1.761495 1.144906
H -1.176347 -0.440626 0.675000

Atoms 1-6, force components in eV/Å:
C 3.2 0.5 2.2
C -1.9 1.5 -1.4
C -3.6 -1.5 0.5
C -1.8 0.5 0.2
C -0.6 0.8 0.7
C 3.1 -0.3 1.4

ORCA calculation (the ωB97M-V functional and the def2-TZVPD basis) on a 2-piece molecular cluster, C8H15BrN3O overall.

Summary:
Largest force on an atom: 4.61 eV/Å
Total charge: +1
Relative energy (zero: lowest compared OMol25 entry of this formula, charge and spin): 49.4 kJ/mol
DFT total energy: -85092.248 eV

Geometry (Å):
C -1.427990 1.915616 0.095563
C -1.620546 -1.021805 -0.235942
C 0.561312 -1.074911 -1.417152
C -0.937043 -1.225295 1.209822
C 1.021603 -1.663591 -0.049098
C -0.218155 1.010694 -0.215008
C -0.630006 -0.233145 -1.027876
C 0.459320 0.523111 0.956720
N -1.895600 2.532354 -0.969047
N 0.849768 1.204862 1.924063
N 0.478804 -0.880283 1.124968
O -1.829412 1.957901 1.229551
Br 4.496076 -0.133869 0.009400
H -2.124988 -1.898900 -0.706963
H -2.332558 -0.279794 -0.043797
H 1.267108 -0.567697 -1.973378
H 0.193648 -1.787014 -2.070808
H -1.383302 -0.624102 2.094956
H -0.960558 -2.250058 1.487362
H 0.744356 -2.715780 0.162446
H 2.161564 -1.533400 0.072978
H 0.528324 1.562626 -0.812796
H -1.127842 0.164923 -1.968965
H -1.175294 2.519924 -1.719483
H -2.730070 3.157783 -0.947654
H 5.796674 0.175518 -0.140464
H 0.769861 2.152029 1.944603
H 1.064950 -0.987700 1.986009

Atoms 1-6, force components in eV/Å:
C 1.0 -0.8 1.5
C 0.6 -0.1 1.8
C -1.4 0.0 3.2
C -2.5 -0.1 1.2
C 3.4 -0.1 -0.1
C 0.0 -0.3 -2.4

ORCA calculation (the ωB97M-V functional and the def2-TZVPD basis) on C8H15Cl3F5GeN3OPdS as an isolated structure.

Summary:
Largest force on an atom: 0.48 eV/Å
Multiplicity: 2
Total charge: -1
Relative energy (zero: lowest compared OMol25 entry of this formula, charge and spin): 1184.2 kJ/mol
DFT total energy: -137037.163 eV

Geometry (Å):
Pd 0.420145 -0.345421 0.787607
Cl -2.490868 3.331107 -0.450184
Ge -2.390486 1.105132 0.299328
Cl -0.954906 2.088670 2.268905
Cl -4.308858 1.120260 1.518607
C -1.067695 0.127178 -2.974208
O -0.174480 0.848487 -2.147354
H -1.129055 0.555425 -3.980791
H -2.076431 0.081518 -2.548065
H -0.676199 -0.884992 -3.038730
H -0.529410 1.731090 -1.992020
F 1.127553 -1.888776 -1.634814
C 1.743706 -1.259494 -0.554367
F 2.685329 -0.414482 -1.138495
C 2.597901 -2.368734 0.065897
F 1.827321 -3.319199 0.627750
F 3.401469 -1.879339 1.031315
F 3.403795 -2.999049 -0.820019
C -1.287418 2.351718 3.861434
N -0.995070 0.342351 2.316629
C 0.869844 2.122163 1.391267
N 0.857800 3.083915 0.478121
S 2.016155 1.122483 1.944725
H -1.532194 1.491328 4.452598
H -0.903913 3.558085 2.134302
H -1.192580 3.376340 4.172275
H -0.618483 -0.000509 3.202385
H 0.029152 3.655589 0.363824
H 1.718859 3.377138 0.047232
C -3.184727 -1.895719 3.523351
C -3.532633 -2.421462 2.130039
C -2.407451 -2.303578 1.202204
N -1.507268 -2.185401 0.497948
H -4.038427 -2.031888 4.187893
H -2.942257 -0.835941 3.464576
H -2.328956 -2.429127 3.937247
H -4.360120 -1.846637 1.710690
H -3.832288 -3.470626 2.162385

Atoms 1-6, force components in eV/Å:
Pd -0.2 -0.2 0.1
Cl 0.1 0.1 0.0
Ge -0.1 -0.4 0.0
Cl -0.2 0.3 0.1
Cl 0.0 0.1 0.0
C 0.0 0.0 0.0

ORCA calculation (the ωB97M-V functional and the def2-TZVPD basis) on a 3-piece molecular cluster, C8H15Cl4N overall.

Summary:
Largest force on an atom: 2.14 eV/Å
Structure (SMILES): CCCC#N.ClCCCl.ClCCCl
Relative energy (zero: lowest compared OMol25 entry of this formula, charge and spin): 61.9 kJ/mol
DFT total energy: -60118.677 eV

Geometry (Å):
C 3.168548 2.287647 -3.239196
C 2.022768 1.421787 -2.828206
C 1.366728 1.864037 -1.538686
C 0.946188 3.306587 -1.491676
N 0.691058 4.439637 -1.390616
H 2.723408 3.259397 -3.452836
H 3.660868 1.897147 -4.129836
H 3.969738 2.302937 -2.500306
H 2.485248 0.455667 -2.626186
H 1.390808 1.338367 -3.712386
H 2.002688 1.793017 -0.656296
H 0.509808 1.270667 -1.219766
Cl 1.278258 -6.949273 3.169984
C 2.736698 -5.996383 2.903404
C 2.521698 -4.836963 1.951904
Cl 2.124268 -5.535463 0.330644
H 3.463708 -6.621303 2.384724
H 3.070648 -5.627643 3.873254
H 3.379928 -4.166213 1.911394
H 1.666998 -4.209243 2.204004
Cl -5.554732 0.761237 -0.217706
C -5.776652 2.387827 0.464294
C -5.680832 2.437107 2.032834
Cl -4.129642 1.774717 2.683744
H -6.774012 2.691067 0.145794
H -5.021942 3.037807 0.021554
H -6.479502 1.802097 2.416264
H -5.762752 3.413727 2.509904

Atoms 1-6, force components in eV/Å:
C 0.4 0.5 -0.3
C 0.8 -1.0 0.1
C -1.0 1.3 0.8
C -0.2 1.2 0.0
N 0.4 -2.1 -0.3
H 0.7 0.4 0.0

ORCA calculation (the ωB97M-V functional and the def2-TZVPD basis) on a 2-piece molecular cluster, C8H15ClSi2 overall.

Summary:
Largest force on an atom: 4.32 eV/Å
Relative energy (zero: lowest compared OMol25 entry of this formula, charge and spin): 281.1 kJ/mol
DFT total energy: -36812.872 eV

Geometry (Å):
C 1.135440 2.092567 -1.348066
C 3.953599 1.385810 1.227210
C -5.086444 0.125013 1.289486
C 0.988564 0.796153 -1.306068
C 3.697050 0.127943 0.818746
C -4.096302 0.961279 0.940532
C 2.116192 -2.104985 -0.926576
C -2.311404 -1.283613 -0.357770
Si 2.016219 -0.364108 -0.095814
Si -3.051068 0.464532 -0.576182
Cl 0.653648 -0.298118 1.559312
H 0.573331 2.505642 -2.221740
H 1.927063 2.708129 -0.996912
H 4.815201 1.576508 1.901454
H 3.415427 2.315281 0.797980
H -5.658270 0.496232 2.033498
H -5.367872 -0.750266 0.765414
H 0.132063 0.345334 -1.713692
H 3.901987 -0.716654 1.464526
H -3.859335 1.846758 1.455342
H 1.421501 -2.330794 -1.638594
H 2.884788 -1.930075 -1.751232
H 2.495489 -2.958823 -0.289484
H -1.279748 -1.190525 -0.112448
H -2.919923 -1.903373 0.325290
H -2.497189 -1.915839 -1.244210

Atoms 1-6, force components in eV/Å:
C -0.8 1.0 -3.3
C 0.3 0.6 -1.0
C 2.1 1.5 -1.4
C 2.5 -1.7 3.1
C -3.1 0.8 -0.1
C 0.9 -3.1 -1.3